1.
Computed, not measured: a single C5H5NO molecule, with ωB97M-V/def2-TZVPD.

Computed properties:
- E_tot (eV) = -8799.38104
- Kohn-Sham gap (eV) = 9.3569
- HOMO (Eh) = -0.327

Atoms and positions in Å:
1 O -2.3521 -0.5859 -1.1693
2 C -1.6110 -0.0533 -0.3617
3 C -1.9793 0.2388 1.0295
4 C -2.1387 0.4660 2.2014
5 C -0.2844 0.4879 -0.6408
6 C 2.0885 0.0422 -0.7846
7 N 0.6991 -0.3545 -0.6029
8 H -2.2688 0.6738 3.2409
9 H 2.1149 1.1296 -0.8520
10 H 2.6768 -0.2860 0.0772
11 H 2.4903 -0.4040 -1.6973
12 H 0.5647 -1.3546 -0.4404

Which charges does Löwdin predict for the atoms? In e, they are:
1. O 0.067
2. C -0.496
3. C -0.048
4. C 0.144
5. C 0.022
6. C -0.070
7. N -0.067
8. H 0.035
9. H 0.085
10. H 0.086
11. H 0.086
12. H 0.156

***

2.
Computed, not measured: a single C5H5NO molecule, with ωB97M-V/def2-TZVPD.

Computed properties:
- E_tot (eV) = -8800.31781
- Kohn-Sham gap (eV) = 8.4534
- SMILES = C=C/C=N\C=C=O
- HOMO (Eh) = -0.309

Atoms and positions in Å:
1 C 1.8013 0.8530 -0.2697
2 C 2.3778 -0.2753 0.0559
3 C -2.1324 -0.9277 0.0160
4 C -0.8903 -0.4296 -0.0395
5 C -0.3911 0.8855 0.3590
6 N 0.6957 1.5207 0.1681
7 O 2.9421 -1.2858 0.1871
8 H 2.5389 1.4889 -0.6983
9 H -2.4546 -1.8906 -0.2029
10 H -3.0804 -0.4249 0.4307
11 H -0.2784 -1.1264 -0.6798
12 H -1.1286 1.6122 0.6732

Which charges does Löwdin predict for the atoms? In e, they are:
1. C -0.189
2. C -0.162
3. C 0.011
4. C -0.149
5. C -0.182
6. N 0.040
7. O 0.178
8. H 0.111
9. H 0.026
10. H 0.090
11. H 0.118
12. H 0.107

***

3.
Computed, not measured: a single C5H5NO molecule, with ωB97M-V/def2-TZVPD.

Computed properties:
- E_tot (eV) = -8799.64233
- Kohn-Sham gap (eV) = 10.7812
- SMILES = N#C[C@]12CC[C@H]1O2
- HOMO (Eh) = -0.365

Atoms and positions in Å:
1 C 3.0107 0.1948 0.1094
2 C -0.4892 -0.1953 0.1999
3 C 0.4177 0.7428 -0.6923
4 C 0.6699 -1.1975 0.4770
5 C 1.7411 -0.3531 -0.1839
6 N 3.9626 0.8408 0.2472
7 O 1.4131 -1.5942 -0.6424
8 H -0.7812 0.1381 1.1095
9 H -1.4268 -0.7062 -0.2018
10 H 0.2661 0.5996 -1.8222
11 H 0.7026 1.6887 -0.1763
12 H 1.0527 -1.7155 1.3867

Which charges does Löwdin predict for the atoms? In e, they are:
1. C -0.138
2. C -0.116
3. C 0.016
4. C -0.177
5. C -0.365
6. N 0.160
7. O 0.037
8. H 0.060
9. H 0.129
10. H 0.126
11. H 0.108
12. H 0.162